No. 1
C4H12N2 | ωB97M-V/def2-TZVPD

Structure (ORCA input):
```
! RIJCOSX wB97M-V def2-TZVPD def2/J DEFGRID3
* xyz 0 1
C -1.863 -1.018 0.696
C -0.762 -0.211 0.002
N -0.919 -0.305 -1.454
C 0.640 -0.645 0.413
C 1.707 0.408 0.068
N 1.381 1.827 0.187
H -2.692 -0.389 1.026
H -1.441 -1.459 1.596
H -2.299 -1.722 -0.017
H -0.900 0.858 0.195
H -0.383 0.359 -1.992
H -1.878 -0.220 -1.761
H 0.724 -0.882 1.477
H 0.805 -1.558 -0.165
H 1.871 0.342 -1.027
H 2.676 0.019 0.395
H 1.787 2.236 1.003
H 1.547 2.360 -0.643
*
```

Results
**HOMO level**: -0.3187 hartree
**Energy relative to the best compared isomer or geometry (same formula, charge and spin)**: 18.26 kcal/mol
**Orbital gap**: 9.736 eV
**SMILES string**: C[C@H](N)CCN
**E**: -7322.237 eV
**LUMO energy**: 1.06 eV

***

No. 2
C24H28F6N8O15S6Zn | ωB97M-V/def2-TZVPD

Structure (ORCA input):
```
! RIJCOSX wB97M-V def2-TZVPD def2/J DEFGRID3
* xyz 2 1
Zn 0.456 0.984 -0.037
C 0.526 -3.675 2.035
N 1.319 -3.591 0.778
C 0.733 -3.666 -0.379
C 1.480 -3.679 -1.554
C 2.838 -3.393 -1.513
C 3.469 -3.170 -0.291
C 2.672 -3.239 0.851
C 3.609 -3.353 -2.764
C 4.773 -4.113 -2.811
C 5.542 -3.966 -3.928
N 5.216 -3.156 -4.937
C 4.097 -2.420 -4.860
C 3.256 -2.521 -3.782
C 6.181 -2.789 -6.004
H -0.452 -3.218 1.863
H 0.901 -3.166 2.875
H 0.338 -4.727 2.266
H -0.321 -3.852 -0.451
H 0.933 -3.815 -2.499
H 4.528 -2.863 -0.197
H 3.005 -3.015 1.872
H 4.997 -4.817 -2.000
H 6.424 -4.587 -4.136
H 4.022 -1.733 -5.705
H 2.406 -1.862 -3.609
H 7.233 -2.693 -5.588
H 5.879 -1.898 -6.616
H 6.197 -3.677 -6.687
C -5.099 -0.995 -1.585
N -4.919 0.056 -0.539
C -4.948 -0.292 0.756
C -4.540 0.664 1.594
C -4.284 1.987 1.234
C -4.273 2.281 -0.126
C -4.588 1.262 -1.020
C -4.063 2.943 2.287
C -3.139 3.987 2.128
C -2.651 4.645 3.250
N -3.110 4.311 4.480
C -4.088 3.384 4.605
C -4.629 2.686 3.561
C -2.511 4.704 5.777
H -4.233 -1.675 -1.545
H -4.995 -0.397 -2.526
H -6.005 -1.610 -1.506
H -5.180 -1.307 1.034
H -4.534 0.438 2.639
H -4.174 3.271 -0.517
H -4.714 1.413 -2.087
H -2.734 4.302 1.178
H -1.728 5.199 3.170
H -4.433 3.046 5.658
H -5.436 1.915 3.782
H -3.178 4.403 6.540
H -2.122 5.719 5.757
H -1.681 3.987 5.893
N -1.405 -1.130 0.303
O -1.763 -2.270 0.057
O -2.181 -0.225 0.283
O -0.126 -0.893 0.408
N 0.054 1.340 -2.016
S -0.589 2.825 -2.202
O -1.120 2.987 -3.477
O 0.244 3.797 -1.594
F -1.888 2.801 -1.227
S -0.714 0.089 -2.813
O -2.117 0.155 -2.689
O -0.077 -1.136 -2.315
F -0.372 0.272 -4.293
N 0.261 1.856 1.915
S 0.701 3.454 2.143
O 1.155 3.844 3.438
O -0.145 4.350 1.467
F 2.024 3.289 1.257
S -0.622 1.330 3.207
O -1.438 0.264 2.783
O -1.352 2.239 3.988
F 0.616 0.735 4.017
N 2.461 0.104 -0.045
S 3.119 -0.284 1.404
O 4.300 -1.055 1.169
O 2.131 -0.756 2.274
F 3.686 0.980 2.102
S 3.593 0.532 -1.098
O 4.556 -0.513 -1.227
O 3.967 1.936 -0.914
F 2.768 0.427 -2.367
*
```

Results
**HOMO level**: -0.5270 hartree
**Orbital gap**: 8.071 eV
**E**: -197691.209 eV
**LUMO energy**: -6.27 eV

***

No. 3
C16H18F3N3O5PdS | ωB97M-V/def2-TZVPD

Structure (ORCA input):
```
! RIJCOSX wB97M-V def2-TZVPD def2/J DEFGRID3
* xyz 0 1
Pd -0.219 0.820 0.426
O 6.596 2.452 0.752
C 5.776 3.302 0.376
O 5.798 4.505 0.096
C 4.317 2.673 0.212
C 4.181 1.298 0.050
C 2.920 0.757 -0.059
N 1.820 1.531 -0.015
C 1.953 2.851 0.133
C 3.179 3.471 0.235
C 0.674 3.621 0.159
O 0.661 4.810 -0.005
O -0.390 2.875 0.353
H 5.061 0.670 0.021
H 2.778 -0.305 -0.193
H 3.234 4.548 0.318
F -0.264 -0.259 3.047
C -0.001 0.895 2.438
F -0.812 1.824 2.876
F 1.248 1.228 2.660
C -2.979 -1.130 -1.587
C -2.699 0.193 -0.870
C -1.879 1.107 -1.795
C -4.011 0.899 -0.525
O -2.000 -0.096 0.335
H -3.440 -0.946 -2.559
H -3.650 -1.746 -0.986
H -2.041 -1.668 -1.742
H -2.435 1.336 -2.703
H -0.940 0.617 -2.090
H -1.667 2.056 -1.301
H -4.538 1.192 -1.435
H -3.794 1.789 0.067
H -4.648 0.238 0.063
C 0.127 -4.316 -1.319
N -0.437 -3.836 -0.065
C -1.213 -4.572 0.816
C -1.583 -3.742 1.807
N -1.020 -2.515 1.524
C -0.330 -2.572 0.383
S 0.610 -1.356 -0.385
H 0.306 -5.385 -1.251
H 1.064 -3.801 -1.514
H -0.557 -4.118 -2.143
H -1.413 -5.617 0.665
H -2.177 -3.909 2.686
H -1.165 -1.667 2.043
*
```

Results
**HOMO level**: -0.2785 hartree
**Energy relative to the best compared isomer or geometry (same formula, charge and spin)**: 34.67 kcal/mol
**Orbital gap**: 4.434 eV
**E**: -54056.775 eV
**LUMO energy**: -3.14 eV

***

No. 4
C49H45AsCl2KN6O7S4 | ωB97M-V/def2-TZVPD

Structure (ORCA input):
```
! RIJCOSX wB97M-V def2-TZVPD def2/J DEFGRID3
* xyz -2 2
K 0.226 -0.764 -0.108
O -0.991 -2.895 -0.425
N -1.277 -3.593 0.634
C -2.547 -3.519 1.103
C -2.960 -4.197 2.223
C -2.017 -4.979 2.899
C -0.731 -5.027 2.424
C -0.304 -4.318 1.279
S 1.298 -4.317 0.730
H -3.152 -2.849 0.511
H -3.977 -4.079 2.568
H -2.285 -5.514 3.802
H 0.029 -5.604 2.934
Cl 3.940 5.747 -2.633
C 3.150 4.443 -1.775
C 2.190 4.758 -0.804
C 1.566 3.758 -0.120
Cl 0.359 4.145 1.065
C 1.826 2.348 -0.338
O 1.224 1.458 0.295
C 2.823 2.091 -1.354
C 3.220 0.748 -1.727
O 2.843 -0.317 -1.272
C 3.454 3.136 -2.046
H 1.936 5.791 -0.604
H 3.982 0.740 -2.542
H 4.191 2.890 -2.803
S -1.852 4.049 -3.083
C -2.613 5.352 -3.904
C -3.759 5.735 -3.276
C -4.040 4.966 -2.125
C -3.095 3.992 -1.878
C -3.051 3.032 -0.798
C -2.052 2.039 -0.732
N -1.903 1.148 0.207
C -2.769 1.164 1.265
C -3.848 2.105 1.283
C -4.764 2.082 2.392
C -4.602 1.222 3.415
C -3.503 0.294 3.447
C -3.312 -0.561 4.520
C -2.216 -1.440 4.529
C -1.374 -1.374 3.397
N -1.517 -0.586 2.371
C -2.587 0.275 2.348
C -1.938 -2.358 5.604
C -0.934 -3.300 5.714
C -0.987 -4.029 6.922
C -2.021 -3.659 7.731
S -2.926 -2.376 7.030
C -3.978 3.024 0.255
H -2.172 5.771 -4.794
H -4.387 6.543 -3.627
H -4.909 5.112 -1.501
H -1.305 1.986 -1.527
H -5.589 2.789 2.383
H -5.294 1.217 4.252
H -4.020 -0.525 5.341
H -0.514 -2.042 3.344
H -0.204 -3.482 4.939
H -0.285 -4.812 7.174
H -2.280 -4.064 8.696
H -4.792 3.739 0.291
C 3.542 -0.858 -8.415
C 2.119 -1.380 -8.362
S 1.730 -1.990 -6.714
O 2.564 -3.140 -6.469
O 1.781 -0.879 -5.803
C 0.032 -2.533 -6.877
C -0.544 -3.026 -5.555
N -0.850 -1.954 -4.632
C -0.138 -1.659 -3.505
N -0.655 -0.629 -2.862
C -1.719 -0.207 -3.578
C -1.851 -0.994 -4.695
N -2.842 -0.931 -5.681
O -3.680 -0.047 -5.592
O -2.822 -1.747 -6.609
C 1.014 -2.459 -3.030
H 3.748 -0.484 -9.418
H 4.255 -1.648 -8.185
H 3.678 -0.042 -7.706
H 1.967 -2.205 -9.060
H 1.398 -0.592 -8.585
H 0.014 -3.349 -7.600
H -0.557 -1.706 -7.267
H 0.160 -3.688 -5.056
H -1.447 -3.596 -5.764
H -2.345 0.616 -3.276
H 1.681 -2.741 -3.847
H 0.662 -3.349 -2.499
H 1.608 -1.892 -2.317
C 2.672 -1.616 4.112
As 2.068 -0.556 2.567
C 3.841 0.114 2.058
C 1.341 1.023 3.540
C 2.359 1.830 4.256
C 2.722 1.547 5.574
C 3.711 2.277 6.216
C 4.360 3.309 5.555
C 4.005 3.606 4.246
C 3.018 2.877 3.605
H 3.413 -1.086 4.714
H 3.093 -2.547 3.733
H 1.808 -1.859 4.734
H 4.406 0.464 2.923
H 3.716 0.919 1.337
H 4.365 -0.710 1.574
H 0.590 0.618 4.222
H 0.828 1.601 2.772
H 2.214 0.747 6.100
H 3.971 2.037 7.241
H 5.134 3.879 6.057
H 4.498 4.413 3.717
H 2.743 3.114 2.584
*
```

Results
**HOMO level (alpha / beta)**: 0.0054 / -0.0769 hartree
**Energy relative to the best compared isomer or geometry (same formula, charge and spin)**: 11.91 kcal/mol
**Orbital gap (alpha / beta)**: 2.818 / 5.056 eV
**E**: -220366.285 eV
**LUMO energy (alpha / beta)**: 2.96 / 2.96 eV

***

No. 5
C23H37AgNO14 | ωB97M-V/def2-TZVPD

Structure (ORCA input):
```
! RIJCOSX wB97M-V def2-TZVPD def2/J DEFGRID3
* xyz 0 2
Ag 0.655 -3.252 -2.002
C 0.200 1.010 -1.466
C -0.079 -0.157 -0.539
C -1.602 -0.455 -0.581
O 0.636 -1.301 -0.877
H -0.549 1.749 -1.181
H 0.028 0.673 -2.488
H 1.195 1.423 -1.301
H -0.037 0.181 0.497
H -2.061 -0.551 -1.565
H -2.258 0.216 -0.027
H -1.884 -1.352 -0.030
N -1.963 -4.349 -1.430
O -0.949 -4.950 -1.059
O -1.775 -3.277 -2.092
O -3.091 -4.880 -1.289
O -5.798 0.491 1.330
C -5.561 -0.691 1.239
O -5.520 -1.452 2.339
C -5.263 -2.768 2.071
C -4.647 -2.730 0.676
C -5.153 -1.503 0.009
H -6.240 -3.248 2.127
H -4.571 -3.099 2.845
H -4.809 -3.648 0.111
H -3.575 -2.781 0.865
H -5.989 -1.545 -0.689
H -4.259 -1.101 -0.468
O 2.832 -2.468 -2.910
C 3.406 -1.502 -3.416
O 4.165 -1.733 -4.465
C 4.647 -0.540 -5.093
C 3.699 0.485 -4.564
C 3.110 0.020 -3.236
H 4.639 -0.629 -6.180
H 5.671 -0.388 -4.751
H 2.870 0.735 -5.226
H 4.274 1.408 -4.637
H 2.034 -0.014 -3.064
H 3.688 0.341 -2.370
O 4.272 -1.637 3.186
C 3.074 -1.751 3.009
O 2.515 -2.969 2.973
C 1.152 -2.924 2.712
C 0.776 -1.526 3.101
C 2.026 -0.696 2.955
H 0.689 -3.680 3.347
H 1.060 -3.137 1.647
H 0.519 -1.480 4.159
H -0.030 -1.099 2.505
H 2.226 0.002 3.769
H 1.980 -0.238 1.967
O 5.709 1.779 -0.869
C 4.590 2.190 -0.514
O 4.045 3.191 -1.143
C 2.860 3.674 -0.502
C 2.789 2.892 0.856
C 3.814 1.853 0.799
H 1.903 3.635 -1.023
H 3.076 4.727 -0.322
H 1.842 2.382 1.037
H 2.760 3.514 1.751
H 3.413 0.839 0.772
H 4.389 2.026 1.709
O -0.822 4.533 0.163
C -1.692 3.902 0.700
O -2.962 3.821 0.188
C -3.829 2.846 0.857
C -3.045 2.602 2.133
C -1.637 2.978 1.932
H -3.827 1.914 0.290
H -4.800 3.330 0.960
H -3.125 1.523 2.260
H -3.560 3.032 2.992
H -1.030 2.098 1.721
H -1.235 3.488 2.808
*
```

Results
**HOMO level (alpha / beta)**: -0.3440 / -0.3429 hartree
**Energy relative to the best compared isomer or geometry (same formula, charge and spin)**: 54.46 kcal/mol
**Orbital gap (alpha / beta)**: 9.234 / 6.083 eV
**E**: -58598.185 eV
**LUMO energy (alpha / beta)**: -0.13 / -3.25 eV

***

No. 6
C5H10O2 | ωB97M-V/def2-TZVPD

Structure (ORCA input):
```
! RIJCOSX wB97M-V def2-TZVPD def2/J DEFGRID3
* xyz 0 1
O 2.339 0.155 0.983
C 1.601 -0.578 0.020
C 0.134 -0.346 0.319
C -0.289 1.111 0.146
C -1.788 0.929 0.010
O -1.852 -0.077 -0.995
C -0.864 -1.044 -0.641
H 3.278 0.069 0.783
H 1.816 -0.223 -1.001
H 1.848 -1.651 0.068
H -0.054 -0.672 1.351
H 0.095 1.802 0.898
H 0.047 1.444 -0.844
H -2.326 1.821 -0.316
H -2.254 0.554 0.938
H -0.371 -1.394 -1.557
H -1.359 -1.899 -0.163
*
```

Results
**HOMO level**: -0.3565 hartree
**Energy relative to the best compared isomer or geometry (same formula, charge and spin)**: 37.38 kcal/mol
**Orbital gap**: 10.594 eV
**SMILES string**: OC[C@H]1CCOC1
**E**: -9441.422 eV
**LUMO energy**: 0.89 eV

***

> What is the E in the sixth record?

-9441.422 eV

***

> The highest E belongs to which entry?

C4H12N2

***

> Look up the E of the second one.

-197691.209 eV